(P)
{"formula": "C3H9IN", "method": "ωB97M-V/def2-TZVPD", "orbital_gap_ev": [8.74, 7.00], "total_charge": 1, "e_homo_ev": [-13.2, -13.0], "multiplicity": 1, "species": ["H", "C", "H", "C", "H", "N", "C", "H", "I", "H", "H", "H", "H", "H"], "coordinates": [[2.02286, -1.12594, -1.07791], [-1.05373, -0.79219, 0.28486], [0.48651, 1.64650, 0.49588], [2.14281, -0.93688, 0.01774], [-0.99383, -0.66721, 1.27917], [-0.35589, 1.52619, 0.03185], [-0.32645, 0.10758, -0.48894], [-1.17863, 1.65068, 0.64399], [-3.35932, -0.02901, 0.20277], [-0.32104, -0.12286, -1.49107], [2.91703, -0.26470, 0.12540], [1.79417, -1.46641, 0.80250], [-0.52150, 2.30650, -0.62366], [-1.25301, -1.83226, -0.20258]]}

(Q)
{"formula": "C3H9IN", "method": "ωB97M-V/def2-TZVPD", "orbital_gap_ev": [8.42, 8.69], "total_charge": 1, "e_homo_ev": [-13.3, -13.9], "multiplicity": 1, "species": ["H", "H", "I", "H", "N", "C", "C", "H", "H", "H", "H", "H", "C", "H"], "coordinates": [[-0.35790, 0.78937, -1.36953], [-0.69435, -1.78409, -1.04964], [-3.29375, 0.26171, -0.03420], [1.01724, 0.90405, 1.22996], [-0.37680, 0.87600, -0.34010], [1.02152, 0.86901, 0.14319], [-0.79271, -1.57223, 0.02127], [-0.80143, 0.36725, 2.30590], [-0.80539, 1.78812, -0.12697], [1.55655, 1.73108, -0.24908], [1.52857, -0.03860, -0.18116], [-1.52600, -2.26854, 0.42473], [-1.24663, -0.17657, 0.23904], [0.16295, -1.78077, 0.50236]]}

It comes down to (Q), which is 0.532 eV more stable than the next structure.

(P)
{"formula": "C3H9N2O", "method": "ωB97M-V/def2-TZVPD", "orbital_gap_ev": 10.38, "total_charge": 1, "smiles": "C[C@H]1O[C@]1(N)[NH3+]", "e_homo_ev": -14.3, "multiplicity": 1, "species": ["H", "H", "O", "H", "H", "N", "H", "C", "C", "H", "N", "H", "C", "H", "H"], "coordinates": [[2.36239, -0.59058, 1.16697], [-0.62227, -1.15128, 1.27184], [-0.23551, -1.08699, -0.96643], [1.59075, -1.68380, 0.19677], [-3.04733, -0.23420, 0.42904], [0.74893, 1.33183, -0.50715], [-0.07987, 1.86860, -0.59404], [0.52278, 0.13384, 0.03163], [-2.02517, 0.19543, 0.15285], [-2.17839, 0.62687, -0.94609], [1.74719, -0.69683, 0.31610], [2.59592, -0.47535, -0.24298], [-0.78797, -0.60090, 0.19219], [-1.87871, 1.11126, 0.79519], [1.28725, 1.25211, -1.29589]]}

(Q)
{"formula": "C3H9N2O", "method": "ωB97M-V/def2-TZVPD", "orbital_gap_ev": 11.18, "total_charge": 1, "e_homo_ev": -14.7, "multiplicity": 1, "species": ["H", "C", "N", "H", "C", "H", "H", "H", "O", "H", "N", "H", "H", "H", "C"], "coordinates": [[-1.31950, -2.79680, 0.98233], [-0.45515, -2.20910, 0.75018], [-0.45109, -0.93443, 0.60729], [0.48684, -0.68598, -1.41705], [0.00962, 2.31921, -0.09747], [1.38878, -2.63792, 0.52245], [-0.96663, 2.89891, -0.10040], [0.77376, 3.07069, -0.33427], [0.56234, -2.96686, 0.56320], [-1.36623, -0.66751, 0.94176], [-0.06734, 1.17302, -0.91791], [0.21974, 1.95942, 1.00471], [-0.84947, 1.15166, -1.57729], [1.47572, 0.26995, -0.23189], [0.55860, 0.05572, -0.69565]]}

(R)
{"formula": "C3H9N2O", "method": "ωB97M-V/def2-TZVPD", "orbital_gap_ev": 9.53, "total_charge": 1, "e_homo_ev": -13.3, "multiplicity": 1, "species": ["H", "H", "N", "H", "O", "H", "H", "C", "H", "N", "C", "H", "H", "H", "C"], "coordinates": [[0.27995, 2.21299, 1.46694], [0.15654, 1.24783, 2.81419], [0.02883, 0.20425, -0.70036], [-1.78075, -2.13588, -1.04132], [-0.05731, -0.94895, -1.42904], [0.95125, -0.64422, 1.78022], [-1.46807, -1.80641, -2.61281], [0.77003, 0.16264, 1.02631], [1.91921, -0.61193, -0.47957], [0.05702, 1.24900, 1.75045], [-1.43443, -1.30935, -1.66068], [-0.89175, 1.22230, 1.47903], [2.05945, 1.29706, -0.48708], [-2.03199, -0.50597, -1.66301], [1.44203, 0.36666, -0.24326]]}

It comes down to (Q), which is 1.538 eV more stable than the next structure.